[1]
A cluster of 2 separate species, C15H18 in total at a distorted geometry, computed with ωB97M-V with the def2-TZVPD basis set.

Calculated values
HOMO-LUMO gap (eV): 9.7
M (g mol⁻¹): 198.31
E_HOMO (eV): -8.831
LUMO (eV): 0.92
Structure (SMILES): CCc1ccccc1.Cc1ccccc1

The geometry in ORCA input format:
```
! wB97M-V def2-TZVPD RIJCOSX def2/J DEFGRID3
* xyz 0 1
C 1.230 0.700 -1.464
C 1.043 1.894 -0.560
C 1.941 -1.502 -3.025
C -2.243 -0.405 0.943
C 2.116 2.946 -0.907
C -0.126 -1.486 1.344
C 2.171 -0.223 -1.006
C -1.639 -1.012 3.202
C 2.535 -1.307 -1.799
C -0.454 -1.567 2.673
C -2.537 -0.439 2.324
C 0.630 0.493 -2.706
C -1.067 -0.901 0.470
C 0.917 -0.652 -3.440
C -3.922 -0.167 2.789
H 0.421 -0.924 -4.363
H 2.633 -0.103 -0.036
H -0.143 1.142 -3.100
H 0.738 -2.020 0.977
H -4.278 0.873 2.641
H -2.924 0.148 0.308
H 2.618 2.726 -1.848
H 2.981 2.977 -0.229
H 3.369 -1.942 -1.516
H 2.221 -2.274 -3.731
H -0.940 -0.818 -0.603
H 0.255 -2.090 3.307
H -4.617 -0.810 2.255
H 1.107 1.584 0.482
H -4.075 -0.170 3.870
H 1.753 3.974 -0.878
H 0.048 2.338 -0.647
H -1.763 -0.981 4.275
*
```

Results of the natural (NBO) charge analysis, in e, for atoms 1 through 4: atom 1 (C): 0.01, atom 2 (C): -0.43, atom 3 (C): -0.23, atom 4 (C): -0.23

---

[2]
A cluster of 2 separate species, C4H12 in total at a distorted geometry, computed with ωB97M-V with the def2-TZVPD basis set.

Calculated values
HOMO-LUMO gap (eV): 12.0
M (g mol⁻¹): 60.14
E_HOMO (eV): -10.875
LUMO (eV): 1.11
Structure (SMILES): CC.CC

The geometry in ORCA input format:
```
! wB97M-V def2-TZVPD RIJCOSX def2/J DEFGRID3
* xyz 0 1
C 1.416 0.003 0.998
C -2.407 0.963 -0.389
C -1.424 -0.189 -0.945
C 2.412 -0.761 0.187
H 2.306 -1.916 0.284
H 2.477 -0.371 -0.825
H -2.110 1.924 -0.818
H 3.375 -0.887 0.671
H 0.325 -0.262 1.202
H -1.401 -0.996 -0.188
H -3.416 0.672 -0.551
H -2.276 1.052 0.713
H -2.001 -0.638 -1.908
H 1.780 0.168 2.013
H 1.288 1.031 0.542
H -0.346 0.206 -0.987
*
```

Results of the natural (NBO) charge analysis, in e, for atoms 1 through 4: atom 1 (C): -0.63, atom 2 (C): -0.61, atom 3 (C): -0.62, atom 4 (C): -0.64

---

[3]
A structure of composition C27H35ClN4P2Sn at a distorted geometry, computed with ωB97M-V with the def2-TZVPD basis set.

Calculated values
HOMO-LUMO gap (spin up / spin down) (eV): 5.5 / 4.9
M (g mol⁻¹): 631.72
E_HOMO (spin up / spin down) (eV): -5.061 / -4.486
LUMO (spin up / spin down) (eV): 0.46 / 0.37

The geometry in ORCA input format:
```
! wB97M-V def2-TZVPD RIJCOSX def2/J DEFGRID3
* xyz 0 1
Sn -0.300 2.203 -1.052
Cl -0.907 -1.301 3.598
P -1.733 -1.648 1.803
P 1.686 -0.468 1.610
N 2.992 0.491 0.729
N -3.062 -2.600 2.021
N 2.778 -1.712 2.063
N -2.389 -0.188 1.331
C 0.697 -1.273 0.250
C 3.879 -3.667 2.393
C -1.554 2.221 -2.790
C 3.783 0.211 -0.391
C -3.398 1.340 0.014
C -4.125 -2.704 1.093
C 2.921 -3.028 1.622
C -0.856 -0.217 -3.240
C -2.425 1.030 2.050
C -3.059 1.974 1.251
C 0.089 2.846 0.922
C 3.700 -1.522 3.111
C -0.417 -2.264 0.727
C -3.580 -2.969 3.281
C 0.644 0.137 -3.393
C -5.245 -3.150 1.751
C -4.894 -3.330 3.135
C -3.018 0.020 0.096
C 1.163 1.068 -2.329
C -0.737 2.776 -3.971
C 4.547 1.329 -0.706
C 0.667 3.307 -3.582
C 3.267 1.810 1.093
C 4.373 -2.706 3.339
C 1.397 2.457 -2.596
C -1.688 0.808 -2.565
C 4.219 2.345 0.244
H 0.823 0.546 -4.406
H -0.964 -1.196 -2.740
H 3.782 -0.553 3.582
H -3.285 3.001 1.524
H 5.144 -2.878 4.082
H 0.600 4.310 -3.129
H 4.643 3.338 0.284
H -3.086 -0.779 -0.624
H 2.330 -3.372 0.784
H 1.230 -0.797 -3.322
H -2.386 2.859 -2.443
H 0.993 3.479 0.982
H -5.526 -3.706 3.925
H -0.676 2.005 -4.763
H -6.213 -3.343 1.314
H 4.197 -4.700 2.282
H 5.261 1.415 -1.515
H -1.267 -0.379 -4.250
H 3.726 -0.754 -0.874
H -1.315 3.626 -4.377
H 2.772 2.239 1.947
H 1.394 -1.800 -0.430
H 1.778 0.606 -1.541
H -0.847 3.350 1.184
H 0.213 1.893 1.466
H -2.153 1.056 3.096
H 0.048 -3.124 1.247
H -2.703 0.503 -2.310
H 2.323 2.882 -2.170
H -0.927 -2.668 -0.166
H 0.224 -0.471 -0.357
H 1.229 3.440 -4.517
H -3.973 -2.492 0.053
H -3.868 1.790 -0.859
H -2.933 -2.954 4.135
*
```

Results of the natural (NBO) charge analysis, in e, for atoms 1 through 4: atom 1 (Sn): 1.17, atom 2 (Cl): -0.41, atom 3 (P): 1.60, atom 4 (P): 1.24

---

[4]
The molecule C11H12N2O2 at a distorted geometry, computed with ωB97M-V with the def2-TZVPD basis set.

Calculated values
HOMO-LUMO gap (eV): 8.9
M (g mol⁻¹): 204.23
E_HOMO (eV): -8.319
LUMO (eV): 0.60
Structure (SMILES): N[C@@H](Cc1c[nH]c2ccccc12)C(=O)O

The geometry in ORCA input format:
```
! wB97M-V def2-TZVPD RIJCOSX def2/J DEFGRID3
* xyz 0 1
O -4.604 -0.214 -0.726
O -3.910 -1.423 0.994
N 1.579 1.889 0.352
N -2.424 1.213 -0.836
C 3.556 0.392 -0.273
C 1.530 -1.717 -0.105
C -0.054 0.395 0.545
C 3.873 -0.941 -0.209
C -3.705 -0.663 0.085
C 2.865 -1.990 -0.152
C -2.270 -0.098 -0.312
C 2.182 0.642 0.064
C -1.349 -0.254 0.848
C 0.279 1.645 0.728
C 1.193 -0.320 0.182
H -2.558 1.859 -0.062
H 4.307 1.126 -0.570
H 4.817 -1.315 -0.437
H 0.845 -2.534 -0.192
H 3.118 -3.043 -0.262
H -1.854 1.457 -1.556
H -1.248 -1.307 1.125
H -0.107 2.552 1.210
H 2.015 2.745 0.210
H -4.120 0.495 -1.199
H -1.875 0.229 1.678
H -2.078 -0.819 -1.129
*
```

Results of the natural (NBO) charge analysis, in e, for atoms 1 through 4: atom 1 (O): -0.66, atom 2 (O): -0.59, atom 3 (N): -0.54, atom 4 (N): -0.85

---

Question: Look up the M of the third one.
Answer: 631.72 g mol⁻¹